DFT (wB97M-V/def2-TZVPD) results for a molecular structure, C15H20N2O4 in a non-equilibrium geometry.

The geometry in XYZ format:
```
41
Properties=species:S:1:pos:R:3:forces:R:3:nbo_charge:R:1
H -0.061757 2.992157 -3.435412 0.067 -0.008 0.226 0.215
O -2.257188 -0.073537 2.388901 0.417 -0.623 -0.174 -0.507
H 0.693438 -0.652941 -3.205680 0.179 -0.068 0.151 0.200
C 1.145274 3.710739 -1.793201 0.125 -0.718 -0.004 -0.203
H 2.279276 -0.373580 -2.485278 -0.319 -0.051 0.277 0.205
H 0.001346 -2.947055 -0.242496 0.178 -0.127 0.141 0.203
H 1.320470 4.694805 -2.234993 -0.060 -0.357 0.213 0.219
H 2.965565 -2.474734 -3.023530 -0.447 -0.057 0.011 0.214
H 2.301187 4.089223 -0.023573 -0.096 -0.148 -0.003 0.218
N 0.856243 -0.024965 2.690129 2.310 -0.514 1.276 0.472
H 1.659911 -0.495010 0.626552 -0.303 0.806 -1.913 0.225
C 0.865365 -0.215376 -0.173466 2.457 0.377 1.862 0.141
C 1.484072 2.104741 -0.005273 0.296 0.357 -0.117 -0.108
H -0.397400 -0.996126 1.099068 0.008 -0.054 1.889 0.261
O 0.767765 0.844725 3.623733 -0.316 -2.493 -3.211 -0.374
C 0.166496 1.494009 -1.929297 0.117 -0.588 0.523 -0.198
H -4.401681 -0.956352 4.062279 0.011 -0.040 -0.141 0.212
C -1.274911 0.757892 1.993108 -0.884 2.578 -0.829 0.767
H -3.099179 1.077304 3.836947 -0.100 0.216 -0.044 0.192
H -3.706235 1.345475 2.193136 0.005 0.242 -0.009 0.193
C 0.386322 2.750481 -2.472196 -0.223 0.561 0.059 -0.214
H -5.435747 0.292972 3.357436 0.058 -0.266 -0.067 0.219
C -3.411356 0.590435 2.913359 -0.107 0.364 0.124 -0.074
C 0.959266 -2.616843 -0.651409 0.067 0.734 -0.098 -0.225
H 1.726020 -2.663259 0.143595 -0.247 0.171 -0.143 0.199
C 1.369518 -3.453376 -1.862632 0.050 -0.252 -0.446 -0.411
C -4.563356 -0.345297 3.171269 0.069 -0.189 0.130 -0.625
H 1.456152 -2.685990 -3.945358 0.198 0.057 0.462 0.221
C 1.706434 3.354396 -0.560113 -0.236 0.591 -0.063 -0.220
N 0.778985 -1.214922 -1.135486 -0.606 -1.549 0.128 -0.467
O 1.785962 -0.905702 2.709620 -2.509 2.127 -0.543 -0.415
H 2.171405 -4.163565 -1.596072 -0.422 0.280 -0.106 0.222
O -1.423409 1.977550 2.031148 0.766 -2.136 -0.252 -0.572
H -4.762460 -1.000067 2.318134 -0.028 0.141 0.087 0.214
C 1.865840 -2.447496 -2.949508 0.122 -0.555 0.342 -0.417
H 0.515091 -4.049697 -2.230335 0.389 0.325 0.109 0.212
H -0.453182 0.764204 -2.461542 0.278 0.402 0.245 0.216
C 1.420603 -1.060009 -2.499042 -0.502 0.476 0.195 -0.198
H 1.893334 1.849350 0.976368 -0.015 0.169 -0.338 0.211
C 0.771875 1.136724 -0.706012 0.682 1.214 -0.698 -0.124
C -0.065351 -0.011264 1.487109 -1.426 -1.393 0.750 -0.298
```
Positions in Å, forces in eV/Å.

Computed properties:
energy relative to the best compared isomer or geometry (same formula, charge and spin) = 798.43 kJ/mol
HOMO-LUMO gap = 7.80 eV
strongest force on any atom = 4.1 eV/Å

---

DFT (wB97M-V/def2-TZVPD) results for a single C15H20N2O6S molecule in a non-equilibrium geometry.

The geometry in XYZ format:
```
44
Properties=species:S:1:pos:R:3:forces:R:3:nbo_charge:R:1
H -0.154496 -3.673729 1.534604 -0.058 0.113 -0.058 0.193
C -0.239350 1.261448 -5.491702 0.041 0.340 0.234 -0.636
C -2.304916 -3.531558 3.253810 -0.179 0.190 -0.217 -0.395
H 2.254280 0.592544 -1.893093 0.015 -0.032 -0.134 0.225
O 2.422582 -2.956106 1.519739 -0.160 0.199 -0.191 -0.942
N 0.371964 -2.045100 2.768956 0.716 0.189 0.076 -0.867
O 0.971088 3.154611 1.458703 -0.116 0.074 0.496 -0.444
H -2.522860 -2.846903 1.229426 -0.030 0.029 -0.035 0.208
H -2.000617 -4.546930 2.989690 0.092 -0.027 0.040 0.198
C 2.145862 -0.472175 -0.022142 0.073 -0.224 0.067 -0.181
C 1.630722 1.821580 -0.238689 0.065 -0.437 0.521 0.138
C 2.038916 0.644518 -0.838722 -0.089 0.352 0.119 -0.239
C 1.348227 1.883451 1.136795 0.322 -0.854 -0.562 0.314
H -0.279851 -2.049881 0.837526 -0.118 -0.124 -0.082 0.207
H -0.711885 3.350118 -5.844391 -0.015 -0.054 0.138 0.195
H -1.598625 2.602493 -4.479519 0.131 0.092 -0.109 0.201
H -4.121512 -2.507590 3.817305 -0.093 0.097 0.034 0.204
O 2.693601 -1.572237 3.543506 -0.134 0.195 0.181 -0.935
H -1.766291 -3.244664 4.159016 0.063 -0.066 0.083 0.188
H -4.047061 -4.186948 4.351989 -0.115 -0.037 0.069 0.211
H -0.193061 0.573716 -4.650806 -0.013 -0.076 0.022 0.222
H 1.263800 4.606318 -2.089188 0.087 -0.162 -0.049 0.276
C -0.459317 -2.639149 1.740794 -0.398 -0.129 -0.511 -0.226
H 2.455716 -1.426475 -0.417408 0.027 -0.078 -0.115 0.251
C 0.310385 2.839596 -2.866468 0.154 0.083 0.318 0.787
O -0.479928 2.079747 -2.378541 -0.089 -0.030 -0.033 -0.588
C -3.802168 -3.508952 3.538176 0.252 -0.068 0.081 -0.598
C 1.860846 -0.393749 1.329021 0.076 -0.682 0.109 -0.354
S 1.976275 -1.863702 2.339444 -0.295 0.050 0.036 2.316
H -2.190786 -1.558939 2.392772 -0.081 0.076 -0.056 0.207
N 1.429428 3.096005 -0.716618 -0.035 -0.022 0.216 -0.423
H -0.974424 0.895749 -6.202418 -0.071 -0.065 -0.092 0.222
H 1.251921 0.798373 3.005143 -0.082 0.100 0.185 0.257
O 0.712904 5.060237 0.247946 -0.125 0.029 0.243 -0.589
H -4.362745 -3.813479 2.657248 -0.095 -0.023 -0.078 0.202
C -0.644126 2.647142 -5.012625 -0.371 -0.344 -0.216 -0.076
H 0.297882 -2.507381 3.663205 0.218 -0.031 0.247 0.403
H 2.392414 3.310249 -2.561005 -0.086 0.069 0.019 0.233
C 1.457128 0.778207 1.949413 -0.116 0.713 -0.065 -0.227
C -1.939041 -2.583055 2.113329 0.363 -0.161 0.127 -0.401
O 0.346480 3.208400 -4.139717 0.306 0.232 -0.120 -0.501
C 1.432008 3.524719 -2.083038 -0.204 -0.017 -0.084 -0.326
H 0.733377 1.298774 -5.976096 0.064 -0.025 -0.081 0.212
C 0.995255 3.900710 0.324634 0.102 0.547 -0.777 0.880
```
Positions in Å, forces in eV/Å.

Computed properties:
energy relative to the best compared isomer or geometry (same formula, charge and spin) = 0.91 kJ/mol
HOMO-LUMO gap = 9.47 eV
strongest force on any atom = 1.1 eV/Å

---

DFT (wB97M-V/def2-TZVPD) results for 2 unconnected molecules or ions with the total composition C15H20N3S2 in a non-equilibrium geometry.

The geometry in XYZ format:
```
40
Properties=species:S:1:pos:R:3:forces:R:3:nbo_charge:R:1
N -0.164719 0.163575 3.172208 0.321 0.272 -0.127 -0.430
C 2.687115 -1.247930 -1.941052 -0.135 -0.319 -0.210 -0.523
H 2.806535 -1.170608 -0.853621 0.018 -0.092 -0.239 0.241
C -1.338267 -0.044958 -2.132671 -0.220 0.070 0.046 -0.095
H -1.658444 -1.623921 1.154171 0.069 0.290 -0.080 0.192
H 2.349967 1.621619 4.046386 0.003 -0.183 0.123 0.199
N 1.923214 0.283742 2.489742 -0.005 -0.317 -1.457 -0.610
H 2.981870 -0.060837 -3.727790 0.086 -0.018 0.066 0.235
C -4.154569 -0.038855 -2.220382 0.483 -0.050 -0.041 -0.134
C 0.546700 0.431028 4.390679 -0.399 -0.011 0.380 -0.205
H -2.237615 0.474368 3.074316 -0.006 -0.119 0.103 0.198
N 0.046847 -0.373191 0.986592 1.539 0.353 0.696 -0.640
H 2.696178 0.334052 1.839324 -0.289 -0.026 0.441 0.404
S 0.902008 1.480119 -2.152315 -0.017 -0.386 0.141 0.479
H 2.915330 1.219313 -0.927859 0.071 0.090 -0.302 0.232
H 3.169749 -2.165967 -2.300623 -0.222 0.141 0.198 0.260
C -3.449354 1.165838 -2.097755 0.049 -0.049 -0.036 -0.213
C 0.132183 -0.044614 -2.103409 0.380 -0.075 -0.255 -0.205
C -2.056536 -1.251302 -2.239309 -0.062 -0.002 -0.027 -0.151
H -1.519143 2.108273 -1.954981 -0.296 -0.254 0.009 0.228
C -1.363332 -0.585161 1.367259 -0.099 -0.159 -0.594 -0.230
C -1.491387 -0.299103 2.871156 -0.291 0.063 0.489 -0.220
H -3.986315 2.116838 -2.058780 0.188 -0.363 0.030 0.238
C -3.448094 -1.248620 -2.286808 0.067 0.145 -0.030 -0.211
H 0.436221 -0.402243 5.095543 0.092 0.153 0.046 0.195
H 4.332051 -0.041036 -2.575886 -0.155 0.027 -0.033 0.248
H 0.200575 1.355041 4.867920 -0.044 -0.222 0.060 0.202
H -3.983352 -2.194037 -2.394596 0.173 0.327 0.074 0.238
C -2.058214 1.163719 -2.047944 -0.057 -0.043 -0.080 -0.153
C 2.706747 1.215434 -2.005398 -0.064 0.260 0.004 -0.517
C 1.995173 0.595647 3.903321 0.496 0.155 0.109 -0.209
S 0.912098 -1.557197 -2.246518 0.044 0.451 0.295 0.493
H 2.668098 -0.101566 4.408446 -0.005 0.191 0.055 0.204
H -1.515709 -2.197956 -2.296614 -0.297 0.251 0.040 0.228
H -2.022262 0.073387 0.776854 0.176 -0.186 0.147 0.183
H -5.243531 -0.035254 -2.280932 0.326 -0.001 0.061 0.237
C 3.240080 -0.036472 -2.666467 -0.214 -0.021 0.255 -0.434
H -1.748282 -1.200245 3.444145 0.005 0.133 -0.018 0.190
C 0.650142 0.006701 2.091854 -1.465 -0.339 -0.567 0.595
H 3.140243 2.112360 -2.468200 -0.242 -0.137 0.231 0.261
```
Positions in Å, forces in eV/Å.

Computed properties:
energy relative to the best compared isomer or geometry (same formula, charge and spin) = 48.58 kJ/mol
net charge = +1
HOMO-LUMO gap = 5.77 eV
strongest force on any atom = 1.7 eV/Å

---

DFT (wB97M-V/def2-TZVPD) results for a molecular structure, C15H20N7PtS in a non-equilibrium geometry.

The geometry in XYZ format:
```
44
Properties=species:S:1:pos:R:3:forces:R:3:nbo_charge:R:1
C 1.224600 -4.330600 -1.744200 0.416 -0.832 -0.174 -0.743
C 2.069900 2.144300 -0.059800 -0.712 0.630 0.054 0.215
H -3.729000 3.542300 1.230000 -0.034 -0.052 0.011 0.209
C 4.216000 -1.321100 0.933400 0.015 0.297 -0.053 -0.244
C -1.945700 0.063500 1.700700 -0.116 -0.597 -0.005 -0.029
H -3.934200 -2.470700 1.203700 -0.155 -0.180 -0.021 0.231
C 4.930300 -0.144600 0.741100 -0.169 -0.264 0.102 -0.135
N -0.077200 2.937000 -0.312500 -0.392 1.975 0.741 -0.439
C 2.864400 0.960200 0.211000 0.587 -0.588 -0.025 0.170
H 2.259100 -2.203200 0.773700 -0.029 -0.030 -0.002 0.199
H -2.398100 5.601400 -0.612800 0.089 -0.061 0.135 0.204
C 4.252600 1.005700 0.387600 -0.498 0.061 -0.083 -0.215
H 3.431400 3.505600 -0.990600 0.027 -0.078 -0.052 0.242
C 0.615700 -3.042100 -1.682800 -1.039 1.252 -0.033 0.434
H 3.205100 3.775800 0.740000 0.059 0.026 0.021 0.239
H 5.999600 -0.126700 0.885400 0.082 0.027 0.011 0.238
H -3.952000 5.295000 1.286500 -0.032 0.085 0.079 0.227
S -1.401100 1.250000 -1.972400 0.469 -0.981 0.763 -0.171
N 0.785200 1.960400 -0.156800 0.086 -3.222 -1.381 -0.180
N -2.178900 3.568300 -1.000700 0.128 -0.175 -0.128 -0.559
N 0.078600 -2.025400 -1.616000 0.677 0.198 0.670 -0.417
C -3.226100 -0.466500 1.882700 -0.168 -0.153 -0.026 -0.332
C -1.179500 2.687900 -0.960300 0.012 -0.792 -0.679 0.338
H -1.575600 -2.673700 0.319400 -0.017 0.261 0.083 0.411
N 2.207800 -0.216900 0.297700 -0.928 0.002 -0.426 -0.472
Pt 0.154700 -0.045300 -0.659400 1.939 2.971 -0.979 0.852
C -3.182900 -1.715000 1.304000 -0.164 0.219 0.112 -0.026
H -1.551700 1.005000 2.035700 0.121 0.137 -0.085 0.222
H 1.580500 -4.620800 -0.754300 -0.010 0.005 -0.060 0.272
N -1.175600 -0.806400 1.056000 0.023 -0.269 0.694 -0.382
H -1.579900 4.659400 0.652200 -0.023 0.014 -0.173 0.226
C 2.699300 3.495100 -0.184100 -0.303 0.042 0.289 -0.680
C 2.855400 -1.306000 0.674400 0.267 -0.320 0.084 0.072
H 1.929400 4.233000 -0.396300 0.059 -0.030 -0.005 0.266
H 4.784600 1.929400 0.231300 0.014 0.120 0.078 0.240
C -2.400100 4.651800 -0.067000 -0.069 0.402 0.164 -0.222
N -1.939900 -1.879400 0.823800 -0.277 0.068 0.149 -0.322
H -4.067800 -0.008700 2.361200 -0.135 0.054 0.097 0.242
C -3.738900 4.453400 0.634200 0.216 0.064 -0.047 -0.610
H 4.702800 -2.221400 1.269800 0.013 -0.121 -0.025 0.239
H -4.539800 4.385900 -0.098900 -0.137 -0.024 -0.024 0.208
H 0.502500 -5.070600 -2.094200 0.037 0.053 0.022 0.284
H 2.064800 -4.305300 -2.437000 0.025 -0.043 0.012 0.283
H -2.941400 3.350600 -1.625300 0.043 -0.148 0.115 0.411
```
Positions in Å, forces in eV/Å.

Computed properties:
net charge = +1
HOMO-LUMO gap (spin up / spin down) = 6.74 / 6.74 eV
strongest force on any atom = 3.7 eV/Å

---

DFT (wB97M-V/def2-TZVPD) results for a molecular structure, C15H20NO3ReS.

The geometry in XYZ format:
```
41
Properties=species:S:1:pos:R:3:forces:R:3:lowdin_spin:R:1
H 4.448016 0.312367 -3.062891 0.008 0.010 0.004 0.000
C 0.431499 -0.345855 -2.006115 0.013 -0.451 0.076 -0.013
S 1.762758 -0.472253 -4.189173 0.012 -0.129 -0.546 -0.020
C -0.495089 -0.846409 -3.015189 -0.109 0.107 0.536 0.010
C -2.719420 -0.157436 -0.233110 -0.021 -0.103 -0.043 0.002
C 4.599335 0.951909 0.255337 0.026 0.000 -0.026 -0.004
C -2.456169 1.220723 0.296648 0.044 0.046 -0.020 0.004
C 2.814479 0.261907 -1.692184 -0.306 -0.127 -0.147 0.004
C 3.259145 0.739419 0.531475 -0.084 0.088 -0.062 0.009
C 0.073618 -0.939852 -4.218742 0.485 0.104 -0.382 -0.015
H -2.779125 -0.166565 -1.318230 -0.016 -0.007 0.005 0.000
C 1.728865 -0.160796 -2.570873 -0.039 0.155 0.222 -0.020
H -3.623695 -0.600027 0.181215 -0.014 0.027 0.026 0.000
N 2.368806 0.414143 -0.417807 -0.062 0.261 0.268 0.011
H -0.366044 -1.238529 -5.159055 -0.001 -0.015 -0.014 -0.001
C -0.313618 -2.276369 1.655179 -0.102 -0.020 0.098 0.001
H 0.346371 3.042572 -0.229519 0.017 -0.024 0.007 0.002
H 6.084497 0.967020 -1.297162 -0.004 0.002 -0.004 0.000
H -2.195025 -1.288701 2.084039 0.020 0.004 0.019 0.001
H 0.607436 -0.995687 3.753240 -0.013 -0.034 -0.005 0.000
C -1.707661 -1.851583 1.287071 -0.001 0.019 -0.135 0.003
H 2.083477 -1.608396 2.935415 0.023 0.001 -0.020 0.000
H 1.669723 0.141648 2.916309 -0.021 0.001 -0.018 0.001
C 1.285156 -0.871404 2.912088 0.020 -0.029 0.004 0.002
C 5.043157 0.810297 -1.046634 -0.061 -0.028 -0.079 0.005
H -0.305544 -2.736658 2.641804 0.038 0.005 0.010 0.000
O 0.499511 -1.049619 1.676336 0.113 -0.202 -0.160 0.015
H 5.270950 1.225842 1.056856 0.013 -0.007 -0.002 0.000
O -1.041982 1.508933 -0.053502 0.067 0.368 0.178 0.024
H -3.078746 1.971531 -0.187456 -0.002 0.006 -0.009 0.000
Re 0.271362 0.009160 -0.120773 -0.083 -0.218 0.315 0.930
H -1.534203 -1.094026 -2.859617 0.032 -0.028 0.098 0.000
C -0.656112 2.928125 0.169973 -0.053 -0.039 -0.071 0.010
H 2.890198 0.856686 1.538976 -0.012 0.035 -0.028 0.002
H -2.541523 1.304130 1.380536 -0.002 0.005 0.002 0.000
H -1.357949 3.543234 -0.386702 -0.006 0.006 -0.012 0.001
O -1.556583 -0.970756 0.121407 -0.212 0.163 -0.041 0.040
C 4.126280 0.449968 -2.038507 0.320 0.032 -0.047 -0.007
H -0.701286 3.133992 1.236642 -0.018 0.009 0.006 0.000
H 0.128899 -2.963225 0.935923 0.015 0.018 -0.027 0.000
H -2.318266 -2.704264 0.993370 -0.025 -0.009 0.026 0.000
```
Positions in Å, forces in eV/Å.

Computed properties:
2S+1 = 2
energy relative to the best compared isomer or geometry (same formula, charge and spin) = 0.00 kJ/mol
net charge = +3
HOMO-LUMO gap (spin up / spin down) = 6.60 / 6.97 eV
strongest force on any atom = 0.6 eV/Å